2 unconnected molecules or ions with the total composition C3H12NOS2 in a non-equilibrium geometry, computed with ωB97M-V/def2-TZVPD.

Values from the calculation:
Energy ... -28504.6282 eV
Total charge ... +1
Orbital gap ... 0.286 Ha
Max |F| ... 4.37 eV Å⁻¹
HOMO energy ... -11.2 eV
2S+1 ... 1
ΔE to the lowest compared entry with this formula, charge and spin ... 3.328 eV
Molecular weight ... 142.3 g mol⁻¹

Structure (XYZ):
```
19
Properties=species:S:1:pos:R:3:forces:R:3:mulliken_charge:R:1
N -0.809 -1.587 -0.168 4.33 0.31 -0.21 -0.231
C 0.700 -1.621 -0.675 1.96 -2.56 -2.20 -0.917
C 1.200 -0.484 -1.578 2.57 -0.77 1.38 -0.676
S 1.575 0.878 -0.458 0.81 -0.64 0.73 -0.082
S 0.562 2.520 -1.020 -0.58 2.09 0.67 -0.011
C 0.952 3.483 0.535 0.13 2.70 1.11 -0.865
H -1.066 -2.441 0.315 0.15 0.21 0.93 0.354
H -1.297 -1.659 -1.015 -1.68 1.02 -1.35 0.328
H -0.793 -0.693 0.405 -1.02 -1.19 -0.76 0.392
H 1.228 -2.542 -1.217 -2.92 0.76 0.54 0.358
H 1.320 -1.770 0.153 0.49 0.79 1.96 0.505
H 2.237 -0.748 -2.094 -1.95 -0.04 1.52 0.332
H 0.640 -0.415 -2.441 -1.82 1.03 -1.62 0.542
H 0.769 3.011 1.502 -1.03 -0.71 -0.41 0.329
H 0.329 4.539 0.582 1.57 -2.86 -0.61 0.285
H 2.043 3.725 0.777 -1.10 -0.09 -1.56 0.330
H -3.150 -1.816 2.772 1.95 1.22 -1.92 0.352
H -3.649 -1.086 1.684 -2.43 1.31 -1.69 0.311
O -2.791 -1.294 1.941 0.56 -2.57 3.49 -0.635
```
Positions in Å, forces in eV/Å.